No. 1
The following is a DFT calculation (ωB97M-V/def2-TZVPD) of an isolated ion of composition C4H4NO2 and charge -1 at a distorted geometry.

The geometry in XYZ format:
```
11
Properties=species:S:1:pos:R:3:forces:R:3
C 1.88818 0.67361 0.47207 -1.420 -1.377 1.723
C 1.27899 -0.23408 -0.26849 1.150 0.305 -0.787
C -0.12374 -0.67817 -0.19684 0.920 0.289 0.344
N -0.86926 0.28990 0.07813 -0.604 1.353 -0.391
C -2.30663 0.14026 -0.07535 -1.256 -0.245 -0.627
O -2.94552 1.09061 -0.60869 1.241 -0.948 0.800
O -2.69156 -0.97819 0.30272 -0.977 -0.359 0.299
H 1.46025 0.82595 1.42833 -0.701 0.829 0.860
H 2.85949 1.03048 0.41116 1.693 0.510 -0.904
H 1.84952 -0.43030 -1.14145 0.188 -0.941 -1.164
H -0.39972 -1.73007 -0.40158 -0.233 0.583 -0.154
```
Positions in Å, forces in eV/Å.

Computed properties:
- F_max: 2.623 eV Å⁻¹
- LUMO level: 3.885 eV
- Highest occupied orbital energy: -3.8728 eV
- HOMO-LUMO gap: 7.7574 eV
- Net charge: -1
- E_tot: -9797.69595 eV
- SMILES: C=C/C=N/C(=O)[O-]
- Relative energy (zero: lowest compared OMol25 entry of this formula, charge and spin): 2.097 eV


No. 2
The following is a DFT calculation (ωB97M-V/def2-TZVPD) of an isolated molecule of C6H12N4O2 at a distorted geometry.

The geometry in XYZ format:
```
24
Properties=species:S:1:pos:R:3:forces:R:3
C -0.73337 -1.09472 0.38690 -6.729 -0.688 2.048
C 0.55976 -0.92115 0.06672 8.351 5.845 -2.139
C -1.78157 0.00965 0.40725 1.284 -0.488 2.126
C -0.06517 1.62516 -0.28767 0.709 0.075 0.748
C -2.25249 2.30954 -0.17454 -2.327 -3.179 -1.100
C 1.54149 -3.20496 0.00328 0.938 0.205 1.448
N 1.01567 0.64557 0.02416 -3.870 -2.416 0.274
N -1.31453 1.35583 0.38444 0.949 0.789 0.332
N 1.58514 -1.75330 -0.27513 -3.423 -2.653 0.334
N 2.23074 1.14836 0.18093 -0.011 -1.808 0.798
O 3.08214 0.28707 0.46567 1.127 -0.023 0.015
O 2.41011 2.34377 0.07142 0.424 1.155 -0.418
H -1.27091 -2.03977 0.43372 0.846 -0.153 0.075
H -2.33357 -0.24815 -0.43241 -1.833 -0.209 -2.048
H -2.44948 -0.07093 1.32321 0.631 -0.334 -1.029
H 0.19328 2.68155 -0.05858 0.421 -1.026 0.289
H -0.17852 1.64835 -1.34959 -0.241 -0.378 -1.299
H -2.01154 3.27721 0.11336 0.280 1.821 0.634
H -2.15989 2.22839 -1.31751 -0.675 0.312 1.177
H -3.33565 1.99924 0.17133 2.072 0.891 -0.779
H 2.47575 -3.67449 -0.28504 0.401 0.429 -0.241
H 1.50503 -3.42795 1.11747 -0.515 0.332 -1.234
H 0.82475 -3.75779 -0.57922 -0.807 0.184 0.082
H 2.46283 -1.36649 -0.39016 1.996 1.316 -0.093
```
Positions in Å, forces in eV/Å.

Computed properties:
- Spin multiplicity: 3
- F_max: 10.416 eV Å⁻¹
- LUMO level (spin up / spin down): 0.679 / -1.879 eV
- Highest occupied orbital energy (spin up / spin down): -4.3700 / -8.9725 eV
- HOMO-LUMO gap (spin up / spin down): 5.0492 / 7.0935 eV
- E_tot: -16462.36185 eV
- Relative energy (zero: lowest compared OMol25 entry of this formula, charge and spin): 2.288 eV


No. 3
The following is a DFT calculation (ωB97M-V/def2-TZVPD) of a 2-piece molecular cluster, CO4S2 overall at a distorted geometry.

The geometry in XYZ format:
```
7
Properties=species:S:1:pos:R:3:forces:R:3
O -1.83515 0.81493 -1.00950 0.092 -0.092 0.123
S -0.51494 0.35093 -1.26857 0.302 -0.598 -1.279
O 0.59632 1.22002 -1.04695 -0.202 -0.131 -0.026
S -0.23432 -1.34970 -2.08940 -0.206 1.027 0.466
O 1.46045 -0.23692 2.61395 1.326 0.206 1.337
C 0.66708 -0.33959 1.80607 -0.259 -0.058 -0.288
O -0.13943 -0.45968 0.99440 -1.053 -0.353 -0.334
```
Positions in Å, forces in eV/Å.

Computed properties:
- F_max: 1.895 eV Å⁻¹
- LUMO level: -0.878 eV
- Highest occupied orbital energy: -10.3473 eV
- HOMO-LUMO gap: 9.4696 eV
- E_tot: -30896.70635 eV
- SMILES: O=S(=O)=S.O=C=O
- Relative energy (zero: lowest compared OMol25 entry of this formula, charge and spin): 0.000 eV


No. 4
The following is a DFT calculation (ωB97M-V/def2-TZVPD) of a 2-piece molecular cluster, F2H2N2 overall at a distorted geometry.

The geometry in XYZ format:
```
6
Properties=species:S:1:pos:R:3:forces:R:3
N -0.28976 0.75103 0.79306 4.317 -1.733 0.641
N 0.13058 -1.08668 -0.02201 -2.234 1.945 0.752
F 0.24094 1.68785 -0.08322 -1.120 -0.811 0.134
F 0.02844 -0.77721 -1.35027 -0.032 -0.022 -0.477
H -1.22879 0.58842 0.59463 -2.367 0.219 -1.509
H 1.11860 -1.16340 0.06780 1.437 0.401 0.459
```
Positions in Å, forces in eV/Å.

Computed properties:
- F_max: 4.696 eV Å⁻¹
- LUMO level (spin up / spin down): -0.465 / -0.439 eV
- Highest occupied orbital energy (spin up / spin down): -10.4751 / -10.5008 eV
- HOMO-LUMO gap (spin up / spin down): 10.0101 / 10.0616 eV
- E_tot: -8440.76121 eV
- Relative energy (zero: lowest compared OMol25 entry of this formula, charge and spin): 3.975 eV


No. 5
The following is a DFT calculation (ωB97M-V/def2-TZVPD) of C25H43As3F6N5O6OsS2Sb as an isolated structure.

The geometry in XYZ format:
```
92
Properties=species:S:1:pos:R:3:forces:R:3
Os -0.19098 -0.05878 -0.18582 -0.248 -0.039 -0.043
C -3.61283 1.17268 -0.17556 0.018 -0.083 0.032
As -2.37711 0.15411 -1.25357 0.366 0.084 -0.171
C -3.26209 -1.56054 -1.37452 -0.005 0.016 -0.036
C -2.59388 0.82385 -3.06663 -0.020 0.031 0.050
C -1.81225 2.09715 -3.43738 -0.048 0.002 0.043
C -2.32823 2.55874 -4.80470 0.008 -0.032 -0.014
C -0.32423 1.76525 -3.58398 0.064 -0.062 -0.007
As 0.68832 1.33769 -1.97199 -0.207 0.057 0.053
C 1.37199 3.01786 -1.30651 -0.011 0.003 0.034
C 2.24648 0.54738 -2.79794 0.009 0.053 0.025
C -2.04543 3.19057 -2.38673 -0.025 0.081 -0.052
As -1.26837 4.97744 -2.79755 -0.007 -0.037 0.020
C -2.84192 5.80144 -3.62315 0.013 0.014 0.006
C -1.58008 5.68817 -0.99601 0.001 0.005 -0.004
H -4.55168 1.24248 -0.72400 -0.014 0.007 0.033
H -3.21061 2.16121 0.01536 -0.014 0.006 0.008
H -3.77045 0.65242 0.76795 0.009 -0.001 -0.002
H -4.27701 -1.38540 -1.73153 -0.002 -0.051 -0.006
H -3.30588 -2.03480 -0.39496 0.000 0.033 0.009
H -2.73945 -2.20479 -2.07959 0.012 -0.011 0.012
H -3.66806 0.99727 -3.18022 0.007 0.012 0.009
H -2.32807 0.00114 -3.73633 0.007 0.010 -0.001
H -2.25637 1.75547 -5.54032 0.008 -0.004 -0.001
H -1.74176 3.40094 -5.17657 -0.007 0.007 0.003
H -3.37303 2.86874 -4.74026 -0.004 -0.003 -0.002
H 0.20587 2.59220 -4.06274 -0.001 0.017 0.046
H -0.20720 0.89056 -4.23053 0.005 0.032 -0.035
H 1.61781 3.67075 -2.14253 0.000 0.002 0.002
H 2.26473 2.81397 -0.71560 -0.063 -0.004 -0.018
H 0.63148 3.49578 -0.66888 0.005 0.000 0.008
H 2.69270 1.28909 -3.46027 0.021 -0.013 0.009
H 1.94529 -0.32567 -3.37093 0.007 -0.020 0.009
H 2.96457 0.25168 -2.03529 -0.041 0.009 0.005
H -1.61100 2.89828 -1.42247 0.002 -0.006 -0.007
H -3.11922 3.32940 -2.22567 -0.003 -0.008 0.002
H -2.97110 5.45401 -4.64578 0.003 0.001 -0.003
H -2.68401 6.87917 -3.64881 -0.005 -0.001 0.001
H -3.74309 5.58975 -3.04718 -0.001 -0.008 -0.001
H -0.93575 5.18706 -0.27334 0.013 0.006 -0.006
H -2.62315 5.55747 -0.70486 -0.001 -0.006 0.003
H -1.34055 6.75018 -0.98193 -0.007 0.001 -0.002
O 0.75495 -1.47332 -1.27531 -0.576 -0.058 -0.249
N 0.75463 -2.79422 -0.97284 0.286 0.088 0.186
C -0.28412 -3.38886 -0.37933 -0.005 -0.130 -0.025
C -0.26418 -4.75273 -0.17662 -0.018 0.077 0.034
C 0.85084 -5.48110 -0.55452 0.006 -0.057 0.010
C 1.92551 -4.82697 -1.13805 0.010 0.054 0.004
C 1.85658 -3.46888 -1.34284 -0.049 -0.038 0.048
H -1.09328 -2.74581 -0.07464 -0.020 0.044 0.008
H -1.11127 -5.21956 0.30252 -0.009 0.005 0.010
H 0.88563 -6.54817 -0.38506 0.005 -0.002 0.000
H 2.82097 -5.35556 -1.42847 -0.001 -0.002 -0.009
H 2.62930 -2.86983 -1.79636 0.006 0.010 0.014
F 2.21324 -0.15427 4.90483 0.061 0.010 -0.004
C 1.63281 -1.35470 4.72189 0.102 -0.043 -0.008
F 0.64164 -1.47682 5.61016 0.005 -0.040 -0.011
F 2.54813 -2.28321 5.00898 -0.036 0.018 -0.011
S 0.91996 -3.57111 2.73740 0.123 0.101 -0.140
O 0.34562 -1.03129 1.43938 -0.055 -0.251 0.341
O 2.27712 -3.92772 2.40622 -0.042 -0.243 0.158
N 0.48825 -4.19242 4.10747 0.107 -0.078 -0.115
S -1.08773 -4.04021 4.40984 -0.160 0.002 0.097
O -1.33349 -3.95719 5.80527 0.019 0.013 -0.004
O -1.72866 -3.12744 3.49402 -0.001 0.011 -0.035
C -1.69367 -5.70789 3.90252 0.029 -0.021 -0.041
F -1.07280 -6.67179 4.56037 -0.007 0.003 0.008
F -1.47020 -5.88416 2.58135 0.017 -0.007 0.016
F -2.99968 -5.79255 4.11436 -0.006 0.022 0.000
N -1.48527 2.45781 2.85802 -0.022 -0.064 0.061
C -0.83045 1.41696 2.32850 -0.047 0.112 -0.058
O -0.86422 1.39875 1.02824 0.299 -0.061 -0.259
C -0.16235 0.50192 3.17240 -0.152 0.030 0.131
C 0.46908 -0.68476 2.70820 0.082 0.125 -0.120
N 1.21720 -1.53422 3.38420 -0.115 0.124 -0.001
C -0.21792 0.89386 4.54394 0.130 0.055 -0.025
N -0.32020 1.38620 5.57890 -0.133 -0.035 0.005
H -1.53043 2.58917 3.85671 0.020 0.026 -0.006
H -1.90177 3.13207 2.24209 0.019 0.010 -0.015
C 5.33273 -0.61834 -0.37967 -0.022 0.084 0.110
Sb 3.68430 -1.16513 0.92005 0.345 0.130 -0.091
C 3.11329 0.89602 1.30423 -0.033 -0.069 0.008
C 4.90160 -1.47291 2.66093 -0.075 0.004 -0.069
H 6.02016 0.06943 0.11271 -0.035 -0.007 0.069
H 4.95597 -0.12859 -1.27925 0.045 -0.066 -0.024
H 5.88948 -1.50891 -0.67081 -0.034 -0.008 -0.028
H 3.41138 1.20399 2.30548 0.008 -0.040 0.030
H 2.02961 1.01387 1.22216 0.088 0.112 0.018
H 3.60079 1.55336 0.58321 0.030 -0.035 -0.003
H 5.06522 -0.53615 3.19087 -0.028 0.029 -0.026
H 5.86495 -1.87122 2.34512 -0.015 -0.032 -0.017
H 4.41633 -2.18677 3.32054 0.005 -0.014 0.014
```
Positions in Å, forces in eV/Å.

Computed properties:
- Spin multiplicity: 2
- F_max: 0.630 eV Å⁻¹
- LUMO level (spin up / spin down): -3.735 / -4.565 eV
- Highest occupied orbital energy (spin up / spin down): -10.4811 / -10.4783 eV
- HOMO-LUMO gap (spin up / spin down): 6.7466 / 5.9131 eV
- Net charge: +1
- E_tot: -275845.55130 eV
- Relative energy (zero: lowest compared OMol25 entry of this formula, charge and spin): 0.000 eV


No. 6
The following is a DFT calculation (ωB97M-V/def2-TZVPD) of an isolated molecule of C3H5NO2.

The geometry in XYZ format:
```
11
Properties=species:S:1:pos:R:3:forces:R:3
H -0.48894 1.51016 -1.68160 0.013 0.009 0.074
N -0.34054 1.51715 -0.67382 0.194 -0.388 0.041
C 0.16926 0.43194 -0.30090 -0.142 0.213 -0.300
C 0.56923 -0.78137 -1.08550 -0.001 0.006 -0.069
O 0.47848 0.29809 1.05691 -0.027 0.046 0.080
C -0.54728 0.14729 1.92486 -0.435 -0.101 0.011
O -1.68861 -0.06555 1.63370 0.546 0.097 0.095
H -0.13233 -1.59675 -0.87754 0.090 0.113 0.014
H 1.56738 -1.11253 -0.78525 -0.136 0.062 -0.023
H 0.56514 -0.57244 -2.15792 -0.031 -0.025 0.172
H -0.15179 0.22402 2.94706 -0.070 -0.031 -0.093
```
Positions in Å, forces in eV/Å.

Computed properties:
- F_max: 0.562 eV Å⁻¹
- LUMO level: 0.848 eV
- Highest occupied orbital energy: -10.6999 eV
- HOMO-LUMO gap: 11.5483 eV
- E_tot: -8776.80306 eV
- SMILES: [H]/N=C(\C)OC=O
- Relative energy (zero: lowest compared OMol25 entry of this formula, charge and spin): 0.892 eV


No. 7
The following is a DFT calculation (ωB97M-V/def2-TZVPD) of C23H49N4P3SeTb as an isolated structure at a distorted geometry.

The geometry in XYZ format:
```
81
Properties=species:S:1:pos:R:3:forces:R:3
Tb -1.09309 -0.15238 -0.66175 -0.279 -0.793 -0.456
P 1.47569 0.50432 1.49115 -0.661 -0.243 0.487
P -1.38255 2.63523 -1.12625 -0.526 2.188 -0.558
P 1.32107 0.14322 -2.14741 1.368 0.255 -0.718
H -0.27187 -5.17879 0.20583 0.437 0.332 -0.216
C 0.68362 -4.81678 -0.20562 0.059 0.598 0.100
C 1.59541 -4.19957 0.57331 -0.587 -1.004 -0.022
H 1.44328 -4.05903 1.65711 -0.047 -0.155 -0.620
C 0.97068 0.30701 3.19961 0.256 0.013 -0.052
C 1.79974 2.26398 1.23015 -0.178 0.370 -0.371
C 2.97771 -0.42789 1.21315 -0.005 -0.116 -0.219
C -2.50777 2.91773 -2.56051 0.027 -0.455 -0.011
C -2.26679 3.68486 0.09897 0.065 -0.309 0.282
C -0.07172 3.83103 -1.60820 0.241 -0.208 0.095
C 2.25649 -1.43459 -2.17584 -0.169 -0.185 0.039
C 2.68572 1.37541 -2.19638 -0.002 0.171 0.004
C 0.73780 0.24652 -3.88476 -0.358 0.007 0.108
H 0.84352 -4.98682 -1.29131 0.096 -0.073 0.929
H 2.61288 -4.08430 0.21909 -0.024 0.445 -0.164
H 0.57990 -0.70670 3.35362 0.235 0.220 0.109
H 0.19354 1.04290 3.44995 0.438 -0.152 0.080
H 1.89090 0.46381 3.77346 -0.378 0.002 0.357
H 0.88880 2.88652 1.28678 0.346 -0.389 0.126
H 2.31176 2.48132 0.27685 -0.229 -0.298 0.418
H 2.47642 2.55033 2.06091 -0.296 -0.156 -0.293
H 2.75078 -1.49740 1.13690 0.121 0.136 0.114
H 3.59244 -0.22643 2.10230 0.019 -0.158 -0.237
H 3.51166 -0.09712 0.31083 -0.218 -0.077 0.383
H -2.71564 3.99600 -2.64177 0.059 -0.391 0.013
H -3.44196 2.36075 -2.41239 0.130 0.242 -0.137
H -2.03115 2.55650 -3.48084 -0.197 0.121 0.142
H -2.39792 4.69082 -0.32890 0.002 -0.354 0.206
H -1.68139 3.75177 1.02617 -0.252 0.107 -0.132
H -3.25056 3.25000 0.32399 0.217 0.211 0.000
H -0.54269 4.81751 -1.73958 0.235 -0.325 0.010
H 0.39414 3.52250 -2.55297 -0.087 0.152 0.218
H 0.69623 3.89427 -0.82717 -0.129 0.145 -0.278
H 2.60531 -1.60625 -3.20222 0.057 -0.081 0.321
H 1.62342 -2.27567 -1.85842 0.192 0.121 -0.170
H 3.11315 -1.38475 -1.49385 -0.153 -0.055 -0.233
H 3.21607 1.28452 -3.15568 -0.088 0.003 0.304
H 3.40662 1.21213 -1.38540 -0.136 0.038 -0.237
H 2.29502 2.39843 -2.11520 0.126 -0.275 -0.071
H 1.57759 -0.02110 -4.53871 -0.252 0.085 0.071
H 0.40006 1.26502 -4.11670 0.079 -0.217 0.030
H -0.10625 -0.43858 -4.04608 0.292 0.136 -0.105
C -2.82853 -2.38789 -3.50979 0.261 0.274 0.285
C -2.39485 -3.57072 -2.88186 -0.316 -0.346 -0.298
C -2.62670 -4.79113 -3.51357 0.030 0.575 0.101
C -3.27854 -4.81405 -4.75548 0.025 0.363 -0.138
C -3.65242 -3.62543 -5.40402 0.103 -0.265 0.318
C -3.40954 -2.41567 -4.78396 0.043 0.121 -0.103
Se -2.78552 -0.68534 -2.67866 -0.894 -0.963 -1.062
H 0.27901 -0.17636 0.90407 1.905 0.999 0.651
H -1.89937 -3.53243 -1.91925 -0.059 -0.054 0.042
H -2.31262 -5.71702 -3.04029 -0.067 0.134 -0.105
H -3.47909 -5.76037 -5.23904 0.020 -0.036 0.028
H -4.13241 -3.64334 -6.37627 0.063 -0.092 0.113
H -3.66643 -1.46781 -5.23811 -0.125 -0.125 -0.186
C -2.17400 -1.77232 1.88937 -0.829 -0.159 0.660
N -2.52011 -0.43708 1.26769 -0.554 -0.313 0.718
C -2.64314 0.56349 2.38483 -0.452 -0.199 0.476
N -3.61467 0.16359 3.39702 0.059 -0.461 -0.537
C -3.23625 -1.15701 3.95559 0.062 0.170 -0.258
N -3.15770 -2.19703 2.90182 0.172 0.686 -0.507
C -4.49215 -2.29259 2.26738 0.067 0.182 -0.254
N -4.91514 -1.00069 1.67363 0.999 0.321 0.246
C -3.91371 -0.58025 0.68508 -0.778 -0.513 0.459
C -4.94451 0.01218 2.75902 0.113 -0.065 -0.118
H -1.19434 -1.69767 2.38238 -0.112 0.006 -0.168
H -2.14072 -2.53567 1.09481 0.053 0.135 0.129
H -2.95138 1.52061 1.94881 0.081 -0.105 0.082
H -1.66750 0.67210 2.86903 -0.137 -0.016 -0.125
H -4.00664 -1.45362 4.68205 0.410 0.073 -0.151
H -2.25741 -1.06765 4.44636 -0.255 -0.073 0.016
H -4.45152 -3.04528 1.46993 -0.109 0.058 0.233
H -5.22617 -2.58114 3.03177 0.231 -0.019 -0.303
H -4.21221 0.39370 0.27894 0.052 -0.089 -0.034
H -3.88201 -1.32207 -0.12595 -0.021 0.183 0.257
H -5.66090 -0.31514 3.52514 0.156 0.231 -0.286
H -5.24755 0.98015 2.33711 -0.046 -0.244 0.170
```
Positions in Å, forces in eV/Å.

Computed properties:
- Spin multiplicity: 7
- F_max: 2.319 eV Å⁻¹
- LUMO level (spin up / spin down): -10.840 / -9.110 eV
- Highest occupied orbital energy (spin up / spin down): -15.8221 / -16.0895 eV
- HOMO-LUMO gap (spin up / spin down): 4.9825 / 6.9791 eV
- Net charge: +3
- E_tot: -146225.44992 eV
- Relative energy (zero: lowest compared OMol25 entry of this formula, charge and spin): 0.000 eV


- The highest relative energy (zero: lowest compared OMol25 entry of this formula, charge and spin) belongs to which entry?
  F2H2N2